# 1
This record from the OMol25 dataset describes C27H32As2CrN6OS as an isolated structure in a non-equilibrium geometry. The level of theory is ωB97M-V/def2-TZVPD.

Output
- net charge = +1
- 2S+1 = 2
- E_LUMO (alpha / beta) (eV) = -3.691 / -3.350
- relative energy (zero: lowest compared OMol25 entry of this formula, charge and spin) (kcal/mol) = 0.0
- HOMO-LUMO gap (alpha / beta) (eV) = 6.870 / 7.245

Geometry (Å):
Cr: 0.374 0.176 0.386
N: 0.195 -0.076 4.740
C: 0.399 0.244 3.439
S: -0.959 0.029 2.340
N: 1.565 0.687 3.099
N: 1.676 0.925 1.726
C: 2.647 1.702 1.419
C: 3.071 1.997 0.072
C: 3.974 3.051 -0.139
C: 4.470 3.321 -1.393
C: 4.109 2.489 -2.456
C: 3.239 1.434 -2.265
C: 2.671 1.196 -1.008
O: 1.771 0.214 -0.878
H: -0.741 -0.237 5.060
H: 0.896 0.191 5.411
H: 3.212 2.124 2.246
H: 4.268 3.661 0.710
H: 5.138 4.158 -1.553
H: 4.521 2.666 -3.442
H: 2.955 0.785 -3.086
C: 2.825 -2.677 0.993
As: 0.962 -2.183 0.847
C: 0.237 -3.116 2.376
C: 0.264 -3.334 -0.554
C: 0.594 -4.687 -0.582
C: -0.010 -5.539 -1.491
C: -0.971 -5.047 -2.367
C: -1.286 -3.697 -2.358
C: -0.662 -2.830 -1.463
As: -0.832 -0.895 -1.658
C: -2.555 -0.687 -2.520
C: 0.247 -0.816 -3.286
H: 2.911 -3.731 1.235
H: 3.262 -2.088 1.797
H: 3.351 -2.461 0.067
H: 0.502 -4.168 2.305
H: -0.842 -3.003 2.388
H: 0.651 -2.691 3.289
H: 1.327 -5.082 0.111
H: 0.260 -6.588 -1.513
H: -1.461 -5.712 -3.066
H: -2.020 -3.318 -3.057
H: -2.495 -1.052 -3.540
H: -2.807 0.370 -2.524
H: -3.323 -1.217 -1.966
H: -0.138 -1.560 -3.978
H: 1.282 -1.037 -3.046
H: 0.184 0.167 -3.753
N: -1.316 7.202 -1.451
C: -1.075 6.117 -1.162
C: -0.776 4.748 -0.801
C: -0.365 3.839 -1.765
C: -0.103 2.541 -1.379
N: -0.202 2.117 -0.111
C: -0.599 3.004 0.809
C: -0.907 4.317 0.508
H: -0.241 4.137 -2.797
H: 0.223 1.814 -2.106
H: -0.678 2.636 1.822
H: -1.235 4.991 1.287
C: -4.644 -0.107 3.243
C: -5.073 0.143 1.792
C: -3.928 0.241 0.871
N: -3.017 0.310 0.174
H: -5.522 -0.097 3.887
H: -3.951 0.664 3.581
H: -4.149 -1.073 3.340
H: -5.642 1.068 1.712
H: -5.710 -0.666 1.436

# 2
This record from the OMol25 dataset describes an isolated molecule of C17H31ClO4Si. The level of theory is ωB97M-V/def2-TZVPD.

Output
- net charge = 0
- E_LUMO (eV) = 0.478
- HOMO-LUMO gap (eV) = 10.517
- SMILES = C=CC(=O)OCCCCCC[Si@@](Cl)(CCOC(C)=O)[C@@H](C)CC

Geometry (Å):
C: -3.714 1.320 -4.584
C: -2.407 1.263 -4.774
C: -1.777 -0.067 -5.040
O: -2.239 -0.887 -5.779
O: -0.606 -0.308 -4.405
C: -0.398 0.205 -3.082
C: -1.407 -0.297 -2.067
C: -1.273 -1.791 -1.723
C: -1.371 -2.094 -0.214
C: -0.046 -2.481 0.452
C: 1.143 -1.537 0.184
Si: 1.204 0.034 1.217
Cl: 1.028 1.641 -0.120
C: -0.195 0.126 2.478
C: -0.683 1.542 2.790
O: -1.968 1.527 3.420
C: -3.056 1.229 2.660
C: -3.110 1.745 1.237
O: -3.961 0.612 3.147
C: 2.828 0.202 2.170
C: 3.212 -1.206 2.658
C: 3.910 0.868 1.295
C: 5.354 0.721 1.798
H: -4.198 2.162 -4.107
H: -4.331 0.480 -4.879
H: -1.802 2.161 -4.761
H: -0.321 1.295 -3.074
H: 0.584 -0.173 -2.799
H: -1.235 0.291 -1.160
H: -2.431 -0.081 -2.374
H: -0.324 -2.181 -2.099
H: -2.053 -2.357 -2.233
H: -2.042 -2.947 -0.092
H: -1.855 -1.269 0.318
H: 0.210 -3.495 0.137
H: -0.212 -2.539 1.533
H: 2.061 -2.096 0.383
H: 1.195 -1.276 -0.875
H: 0.221 -0.299 3.397
H: -1.039 -0.502 2.191
H: -0.670 2.187 1.914
H: -0.020 2.004 3.521
H: -4.131 2.076 1.065
H: -2.433 2.575 1.055
H: -2.891 0.944 0.531
H: 2.591 0.836 3.030
H: 3.873 -1.149 3.524
H: 3.731 -1.771 1.884
H: 2.337 -1.773 2.992
H: 3.682 1.935 1.263
H: 3.830 0.531 0.257
H: 5.518 -0.198 2.358
H: 5.641 1.564 2.426
H: 6.046 0.698 0.955

# 3
This record from the OMol25 dataset describes a 2-piece molecular cluster, C34H32N3O4S overall in a non-equilibrium geometry. The level of theory is ωB97M-V/def2-TZVPD.

Output
- net charge = -1
- E_LUMO (eV) = 2.071
- HOMO-LUMO gap (eV) = 6.187

Geometry (Å):
C: 2.937 1.734 2.865
N: 2.918 0.397 2.264
C: 4.164 -0.161 2.036
S: 5.585 0.704 2.237
N: 4.159 -1.486 1.633
C: 5.478 -2.078 1.396
C: 3.023 -2.212 1.223
O: 3.125 -3.316 0.690
C: 1.724 -1.584 1.481
C: 0.615 -2.261 1.092
C: -0.745 -1.795 1.218
C: -1.148 -0.559 0.680
C: -2.401 -0.039 0.917
C: -3.344 -0.798 1.671
N: -4.588 -0.293 1.905
C: -5.053 0.900 1.235
C: -3.950 1.928 1.093
C: -2.724 1.328 0.409
C: -5.651 -1.121 2.424
C: -5.141 -2.082 3.477
C: -3.955 -2.894 2.954
C: -2.984 -2.089 2.151
C: -1.712 -2.574 1.890
C: 1.686 -0.292 2.188
O: 0.673 0.198 2.686
H: 1.915 2.095 2.961
H: 3.439 1.685 3.838
H: 3.536 2.382 2.219
H: 5.351 -3.127 1.127
H: 5.978 -1.518 0.595
H: 6.067 -1.954 2.310
H: 0.761 -3.275 0.719
H: -0.439 0.007 0.075
H: -5.454 0.632 0.242
H: -5.887 1.294 1.827
H: -4.336 2.773 0.519
H: -3.669 2.290 2.088
H: -1.869 1.995 0.583
H: -2.871 1.293 -0.684
H: -6.409 -0.451 2.845
H: -6.131 -1.678 1.600
H: -4.835 -1.517 4.365
H: -5.962 -2.747 3.763
H: -3.442 -3.349 3.809
H: -4.335 -3.726 2.341
H: -1.410 -3.549 2.275
C: 6.107 1.647 -1.682
C: 5.012 2.442 -2.033
C: 3.752 1.853 -2.216
C: 3.586 0.473 -2.042
C: 2.241 -0.227 -2.040
C: 1.223 0.363 -2.839
C: -0.123 -0.114 -2.949
C: -1.087 0.808 -3.677
C: -0.881 2.191 -3.817
C: -1.881 3.018 -4.350
C: -3.099 2.468 -4.763
C: -3.300 1.080 -4.675
C: -2.294 0.264 -4.156
O: -0.559 -1.176 -2.476
O: 2.117 -1.245 -1.342
C: 4.711 -0.321 -1.766
C: 5.959 0.257 -1.561
H: 7.080 2.103 -1.485
H: 5.125 3.525 -2.151
H: 2.892 2.465 -2.490
H: 1.535 1.137 -3.542
H: 0.067 2.626 -3.499
H: -1.697 4.094 -4.425
H: -3.889 3.117 -5.149
H: -4.240 0.632 -5.002
H: -2.449 -0.812 -4.106
H: 4.597 -1.403 -1.704
H: 6.805 -0.378 -1.297

# 4
This record from the OMol25 dataset describes an isolated molecule of C3H5FS2 in a non-equilibrium geometry. The level of theory is ωB97M-V/def2-TZVPD.

Output
- net charge = 0
- E_LUMO (eV) = -0.537
- relative energy (zero: lowest compared OMol25 entry of this formula, charge and spin) (kcal/mol) = 19.6
- HOMO-LUMO gap (eV) = 8.459
- SMILES = FCC(=S)CS

Geometry (Å):
F: 1.545 -0.737 0.291
C: 0.834 -0.625 -0.906
C: -0.523 -0.164 -0.604
S: -1.360 0.355 -1.832
C: -0.924 0.022 0.866
S: -0.263 1.527 1.528
H: 0.903 -1.574 -1.427
H: 1.338 0.228 -1.500
H: -1.996 0.199 0.970
H: -0.558 -0.900 1.521
H: 1.004 1.671 1.094

# 5
This record from the OMol25 dataset describes a 4-piece molecular cluster, C33H62N5O7 overall in a non-equilibrium geometry. The level of theory is ωB97M-V/def2-TZVPD.

Output
- net charge = +1
- E_LUMO (eV) = -4.363
- relative energy (zero: lowest compared OMol25 entry of this formula, charge and spin) (kcal/mol) = 0.0
- HOMO-LUMO gap (eV) = 5.510

Geometry (Å):
N: -4.090 -0.538 9.525
C: -4.682 -0.481 8.161
C: -4.940 -1.988 7.706
C: -4.837 -2.195 6.167
C: -6.096 -2.156 5.403
C: -6.055 -2.343 3.950
C: -4.749 -2.554 3.282
C: -3.572 -2.598 4.117
C: -2.143 -2.829 3.535
C: -2.188 -3.127 1.967
O: -2.485 -4.207 1.535
C: -1.825 -1.887 1.067
C: -2.873 -0.984 0.578
C: -2.466 0.174 -0.213
C: -1.063 0.452 -0.513
C: -0.049 -0.483 -0.032
C: -0.414 -1.660 0.769
N: -3.649 -2.414 5.495
H: -3.260 -1.136 9.520
H: -3.788 0.391 9.828
H: -5.689 0.006 8.299
H: -4.034 0.090 7.439
H: -6.003 -2.220 8.000
H: -4.279 -2.716 8.242
H: -7.047 -1.974 5.963
H: -6.968 -2.336 3.312
H: -4.757 -2.662 2.178
H: -1.573 -1.867 3.707
H: -1.573 -3.641 4.072
H: -3.949 -1.154 0.796
H: -3.272 0.869 -0.552
H: -0.772 1.362 -1.095
H: 1.029 -0.292 -0.234
H: 0.422 -2.319 1.106
H: -2.804 -2.418 6.072
C: -2.091 1.872 2.950
O: -1.371 2.676 3.868
C: -0.229 3.311 3.290
C: -0.447 4.813 3.168
N: -1.433 5.127 2.137
C: -1.886 6.519 2.148
C: -2.615 7.024 3.399
O: -3.890 6.431 3.606
C: -3.865 5.183 4.274
H: -2.827 1.295 3.514
H: -2.625 2.488 2.221
H: -1.428 1.173 2.432
H: 0.046 2.865 2.329
H: 0.602 3.140 3.981
H: 0.503 5.295 2.913
H: -0.765 5.181 4.150
H: -2.243 4.532 2.266
H: -2.563 6.635 1.298
H: -1.025 7.168 1.953
H: -2.808 8.090 3.248
H: -2.002 6.956 4.304
H: -3.048 5.111 4.996
H: -3.809 4.366 3.550
H: -4.808 5.071 4.812
C: 3.473 -5.419 -4.336
O: 2.599 -4.825 -5.281
C: 1.416 -5.586 -5.521
C: 0.193 -4.882 -4.946
N: 0.196 -4.912 -3.486
C: -0.798 -4.031 -2.872
C: -0.669 -2.525 -3.125
O: 0.474 -1.932 -2.527
C: 1.669 -2.039 -3.289
H: 4.413 -4.867 -4.354
H: 3.060 -5.360 -3.324
H: 3.680 -6.462 -4.592
H: 1.504 -6.611 -5.147
H: 1.300 -5.643 -6.608
H: -0.712 -5.378 -5.313
H: 0.198 -3.853 -5.325
H: 1.111 -4.634 -3.153
H: -0.737 -4.195 -1.792
H: -1.796 -4.361 -3.182
H: -1.532 -2.046 -2.650
H: -0.732 -2.267 -4.188
H: 1.483 -2.026 -4.365
H: 2.216 -2.941 -3.004
H: 2.305 -1.188 -3.041
C: 8.021 2.953 -3.902
O: 7.108 3.379 -4.900
C: 7.305 2.740 -6.161
C: 6.161 1.783 -6.468
N: 6.202 0.606 -5.603
C: 4.993 -0.216 -5.660
C: 3.673 0.421 -5.210
O: 3.617 0.711 -3.817
C: 4.203 1.948 -3.445
H: 7.911 3.615 -3.043
H: 7.803 1.931 -3.578
H: 9.053 3.018 -4.258
H: 8.277 2.239 -6.221
H: 7.300 3.534 -6.914
H: 6.232 1.462 -7.513
H: 5.224 2.339 -6.343
H: 6.333 0.908 -4.645
H: 5.177 -1.087 -5.026
H: 4.875 -0.593 -6.682
H: 2.885 -0.316 -5.390
H: 3.401 1.300 -5.804
H: 4.100 2.710 -4.220
H: 5.254 1.806 -3.184
H: 3.695 2.303 -2.546

# 6
This record from the OMol25 dataset describes an isolated ion of composition C7H15N3O4 and charge +2 in a non-equilibrium geometry. The level of theory is ωB97M-V/def2-TZVPD.

Output
- net charge = +2
- E_LUMO (eV) = -6.215
- relative energy (zero: lowest compared OMol25 entry of this formula, charge and spin) (kcal/mol) = 36.9
- HOMO-LUMO gap (eV) = 9.152

Geometry (Å):
C: 1.957 0.283 -0.475
C: 1.595 -0.606 0.579
C: 1.032 1.175 -0.900
C: 0.358 -1.078 0.918
C: -1.394 0.466 0.433
C: -3.215 1.891 0.023
C: -1.110 -2.658 -1.150
N: -0.839 -0.706 0.158
N: 2.726 -1.030 1.436
N: 1.606 2.221 -1.843
O: 0.155 -2.045 1.903
O: -1.124 0.973 1.609
O: -2.216 0.903 -0.398
O: -0.868 -1.251 -1.107
H: 3.058 0.428 -0.728
H: -2.911 2.393 1.041
H: -4.242 1.382 0.065
H: -3.102 2.600 -0.819
H: -0.191 -3.213 -0.818
H: -1.161 -2.787 -2.214
H: -1.861 -3.065 -0.632
H: 3.536 -0.442 1.230
H: 3.210 -1.916 1.328
H: 2.386 -1.110 2.372
H: 0.956 2.077 -2.658
H: 2.576 2.139 -2.025
H: 1.351 3.275 -1.651
H: -0.696 -2.037 2.354
H: -1.570 1.737 1.966

no.,DFT total energy (a.u.)
1,-7365.85548
2,-1717.04670
3,-2178.34512
4,-1013.49606
5,-2094.59987
6,-740.12141